1.
49
Properties=species:S:1:pos:R:3 method="wB97M-V/def2-TZVPD" homo_energy_ev="-9.523 / -9.532" lumo_ev="-4.0 / -4.2" spin_multiplicity=6 total_charge=+1
Mn 2.519 5.450 15.096
C 1.857 5.211 10.749
C 2.401 4.986 12.034
N 1.997 5.700 13.109
C 0.875 6.538 12.971
C 0.318 6.821 11.733
C 0.822 6.132 10.568
C -0.637 7.853 11.699
C -1.151 8.387 12.843
C -0.730 8.030 14.167
C -1.102 8.649 15.365
C -0.348 8.358 16.493
C 0.735 7.470 16.477
N 1.083 6.848 15.317
C 0.428 7.171 14.166
H 2.196 4.666 9.869
H 3.247 4.349 12.120
H 0.341 6.322 9.603
H -0.976 8.140 10.684
H -1.873 9.183 12.695
H -1.973 9.249 15.394
H -0.562 8.862 17.416
H 1.443 7.437 17.299
N 8.292 8.852 11.749
C 7.527 8.872 12.882
C 7.920 8.047 13.981
C 7.065 8.037 15.093
C 5.887 8.784 15.084
C 5.626 9.758 14.077
C 6.433 9.782 12.988
S 4.610 8.216 16.199
O 5.141 8.282 17.513
O 3.472 9.017 15.870
N 4.306 6.743 15.559
C 4.978 5.582 15.847
N 4.153 4.524 15.620
C 4.471 3.291 16.170
C 5.723 3.109 16.618
C 6.582 4.193 16.678
N 6.164 5.435 16.383
H 9.120 8.251 11.647
H 7.946 9.224 10.857
H 8.759 7.335 13.960
H 7.293 7.429 15.973
H 4.693 10.307 14.127
H 6.219 10.380 12.079
H 3.601 2.592 16.181
H 6.033 2.135 16.962
H 7.612 4.004 16.974

2.
52
Properties=species:S:1:pos:R:3 method="wB97M-V/def2-TZVPD" homo_energy_ev="-11.212 / -11.296" lumo_ev="-5.2 / -5.5" total_charge=+1
Os -0.952 -0.408 -2.805
Se -1.758 1.744 -2.842
Se -2.165 2.596 -4.930
Te -1.888 0.716 -6.541
Se -0.938 -1.030 -5.062
C 2.376 -4.034 -0.706
N 1.174 -3.801 -1.524
C 0.397 -4.918 -2.075
C 0.783 -2.581 -1.758
O -0.247 -2.337 -2.453
H 2.530 -5.103 -0.613
H 2.251 -3.612 0.289
H 3.254 -3.596 -1.176
H 0.879 -5.849 -1.800
H 0.343 -4.839 -3.158
H -0.617 -4.901 -1.680
H 1.376 -1.782 -1.317
O -0.610 -0.330 -0.929
Si -0.323 0.657 0.382
C 1.219 1.661 0.084
C 1.682 2.563 1.052
C 2.837 3.307 0.847
C 3.560 3.158 -0.330
C 3.120 2.275 -1.304
C 1.958 1.538 -1.097
C -0.132 -0.437 1.871
C -1.139 -1.352 2.213
C -1.043 -2.133 3.355
C 0.067 -2.018 4.184
C 1.086 -1.137 3.856
C 0.989 -0.355 2.708
C -1.788 1.801 0.537
C -1.656 3.195 0.553
C -2.771 4.021 0.650
C -4.042 3.467 0.724
C -4.199 2.087 0.695
C -3.085 1.265 0.599
H 1.133 2.690 1.981
H 3.172 4.004 1.605
H 4.466 3.731 -0.486
H 3.683 2.158 -2.222
H 1.622 0.862 -1.874
H -2.011 -1.463 1.576
H -1.835 -2.829 3.604
H 0.136 -2.618 5.083
H 1.958 -1.055 4.493
H 1.800 0.322 2.463
H -0.674 3.647 0.485
H -2.647 5.097 0.667
H -4.911 4.110 0.804
H -5.190 1.652 0.751
H -3.230 0.190 0.570

no.,largest force on an atom (eV Å⁻¹)
1,3.8
2,1.0